C4H7NO2 | ωB97M-V with the def2-TZVPD basis set

```
14
C4H7NO2 (ωB97M-V with the def2-TZVPD basis set)
C 0.7541 1.5972 -0.5516
C 0.2596 0.3436 0.0677
N 0.2427 -0.0984 1.2846
O -0.6107 0.5859 2.1570
C 0.3528 -1.0889 -0.1849
C -0.9468 -1.4838 -0.7814
O -0.8014 -1.8102 -1.9983
H 1.7455 1.6880 -0.0845
H 0.8984 1.4754 -1.6249
H 0.1943 2.5052 -0.3265
H -0.4122 0.2370 3.0379
H 1.3009 -1.5974 -0.3756
H -1.5973 -2.0817 -0.0909
H -1.3800 -0.2718 -0.5288
```

Properties
ΔE to the lowest compared entry with this formula, charge and spin = 192.0 kcal per mole
Kohn-Sham gap (spin up / spin down) = 7.589 / 7.593 eV
Total charge = 0



C17H20N5O2ReSSe2 | ωB97M-V with the def2-TZVPD basis set

```
48
C17H20N5O2ReSSe2 (ωB97M-V with the def2-TZVPD basis set)
Re 0.0795 1.1761 -0.5889
N 4.3628 1.2900 -0.1811
C 3.3328 1.3791 -1.0287
N 2.2141 1.3748 -0.3205
C 2.6354 1.2778 0.9836
N 3.9417 1.2268 1.0681
C 1.6265 1.2461 2.0148
C 1.8979 1.2025 3.3930
N 0.9224 1.1668 4.2612
C -0.3230 1.1780 3.8455
C -0.6226 1.2267 2.4800
N 0.3497 1.2595 1.5692
H 5.3592 1.2759 -0.3827
H 3.4155 1.4456 -2.0975
H 2.9167 1.1862 3.7554
H -1.0989 1.1407 4.5996
H -1.6505 1.2265 2.1414
C -3.5974 1.4843 -0.0623
Se -2.2832 0.9865 -1.4035
C -2.3701 2.5704 -2.5871
C -1.7750 3.8328 -2.0003
Se 0.1100 3.5575 -1.4654
C 0.2728 4.8788 -0.0584
H -4.5501 1.6361 -0.5712
H -3.3195 2.3857 0.4781
H -3.7096 0.6417 0.6192
H -3.4249 2.7183 -2.8349
H -1.8516 2.2758 -3.5050
H -2.3300 4.1946 -1.1321
H -1.7834 4.6196 -2.7612
H 0.2149 5.8719 -0.5019
H 1.2491 4.7567 0.4061
H -0.5165 4.7484 0.6758
O -0.9168 -7.6961 0.0263
C -0.0074 -7.0822 -0.6664
O 0.7966 -7.5983 -1.3842
C 0.0430 -5.5519 -0.5981
C 1.2992 -4.9531 -0.5256
C 1.3946 -3.5786 -0.5473
C 0.2378 -2.8009 -0.6789
S 0.5454 -1.1029 -0.9315
C -1.0232 -3.4001 -0.7477
C -1.1138 -4.7831 -0.7156
H -1.4992 -7.1723 0.5968
H 2.1891 -5.5617 -0.4633
H 2.3645 -3.1067 -0.4950
H -1.9172 -2.8033 -0.8624
H -2.0856 -5.2460 -0.8155
```

Properties
Kohn-Sham gap (spin up / spin down) = 4.482 / 4.435 eV
Spin multiplicity = 2
Total charge = +3



C5H10N2O2 | ωB97M-V with the def2-TZVPD basis set

```
19
C5H10N2O2 (ωB97M-V with the def2-TZVPD basis set)
C -2.4524 -0.1161 0.8365
C -1.0012 0.1145 0.5685
C -0.1300 0.5276 1.7079
N -0.6308 0.1275 -0.6920
O -1.4685 0.3112 -1.6930
C 0.7190 0.1615 -1.1270
O 0.8087 0.5967 -2.3869
C 1.6547 -0.5745 -0.4689
N 2.9723 -0.5389 -0.8525
H -3.0365 0.7990 0.7250
H -2.6014 -0.4730 1.8602
H -2.8474 -0.8374 0.1197
H 0.2091 -0.3366 2.2868
H -0.7051 1.1632 2.3844
H 0.7469 1.0804 1.3735
H -0.3046 0.6391 -2.6078
H 1.4170 -1.1809 0.3836
H 3.1295 -0.0964 -1.7470
H 3.5206 -1.3670 -0.6710
```

Properties
Structure (SMILES) = CC(C)=[N+]([O-])/C(O)=C/N
ΔE to the lowest compared entry with this formula, charge and spin = 91.1 kcal per mole
Kohn-Sham gap = 7.971 eV
Total charge = 0



C3H7NO | ωB97M-V with the def2-TZVPD basis set

```
12
C3H7NO (ωB97M-V with the def2-TZVPD basis set)
C 1.8408 -0.1623 -0.0306
N 0.5192 -0.0662 0.5882
C -0.6450 -0.3566 -0.1700
C -1.7510 0.6585 -0.0804
O -0.7732 -1.3667 -0.8109
H 2.4583 -0.8568 0.5357
H 1.6453 -0.7770 -0.9232
H 2.3567 0.7363 -0.3251
H 0.4776 -0.4568 1.5162
H -1.6115 1.4519 -0.8155
H -1.8771 1.0563 0.9206
H -2.6400 0.1395 -0.4050
```

Properties
Structure (SMILES) = CNC(C)=O
ΔE to the lowest compared entry with this formula, charge and spin = 29.2 kcal per mole
Kohn-Sham gap = 10.223 eV
Total charge = 0



C22H60O8 | ωB97M-V with the def2-TZVPD basis set

```
90
C22H60O8 (ωB97M-V with the def2-TZVPD basis set)
C -2.5106 -2.8065 1.8812
C -2.9796 -1.5775 1.1412
C -2.0186 -1.3665 -0.0378
O -4.1946 -1.6985 0.8132
H -3.2466 -3.0115 2.6622
H -1.5656 -2.5935 2.3092
H -2.3916 -3.6865 1.2042
H -2.9126 -0.7715 1.9272
H -2.3436 -0.5085 -0.6018
H -2.1356 -2.2465 -0.6278
H -0.9786 -1.3485 0.3342
H -4.5366 -0.7935 0.5842
C -0.2276 -2.1405 -4.2348
C -1.5806 -1.3495 -4.2908
C -1.4626 -0.0035 -5.0488
O -2.5106 -1.9715 -4.7998
H -0.1926 -2.9125 -5.0808
H -0.1266 -2.5935 -3.2258
H 0.5784 -1.4575 -4.3218
H -1.7656 -0.9985 -3.2508
H -0.7606 0.6215 -4.6598
H -2.4076 0.5325 -5.0358
H -1.2016 -0.0405 -6.0348
H -3.3196 -1.6075 -4.3698
C -1.4806 3.0245 -3.0748
C -2.6766 2.8835 -2.0998
C -3.6416 1.8265 -2.4468
O -2.3446 2.6085 -0.8938
H -0.8276 3.8105 -2.7988
H -1.8766 3.1055 -4.1048
H -0.9096 2.0625 -2.9858
H -3.1506 3.8495 -2.0048
H -4.0496 1.9575 -3.4288
H -4.4126 1.7645 -1.7398
H -3.2086 0.8345 -2.4578
H -1.9856 3.3815 -0.5098
C 0.3244 -0.1085 -1.7588
C 1.5114 0.3925 -0.8978
C 1.4054 1.9445 -0.8218
O 1.5174 0.1365 0.3412
H -0.5136 0.4905 -1.3918
H -0.1076 -1.1215 -1.5738
H 0.4964 0.1045 -2.8078
H 2.4554 -0.0095 -1.2608
H 1.3354 2.5325 -1.8088
H 2.2694 2.4565 -0.3908
H 0.5344 2.3305 -0.2328
H 1.4454 -0.8075 0.4132
C -0.9526 1.8165 1.8562
C 0.0304 1.2925 2.9352
C -0.2226 -0.1755 3.2412
O 1.2214 1.4965 2.6372
H -0.6656 1.2915 0.9312
H -1.0806 2.9105 1.7852
H -1.8636 1.3465 2.1042
H -0.1386 1.7545 3.8112
H 0.5674 -0.6305 3.8782
H -0.0956 -0.7105 2.2712
H -1.1576 -0.3075 3.8442
H 1.4064 1.0475 1.7382
C 5.0644 -0.3045 4.8702
C 3.9864 0.1945 3.9202
C 3.2524 -1.0005 3.3192
O 3.0294 0.8145 4.4862
H 5.6014 -1.0895 4.3642
H 4.8264 -0.7045 5.8562
H 5.7154 0.4945 5.1042
H 4.4884 0.8725 3.2022
H 2.2924 -0.6975 2.8512
H 3.0074 -1.7495 4.0772
H 3.9404 -1.4355 2.5892
H 2.3574 1.0875 3.8922
C 1.2404 -3.7365 -0.9468
C 1.6074 -3.6085 0.5052
C 3.1134 -3.4285 0.7672
O 1.1014 -2.5715 1.0912
H 0.1134 -3.7665 -1.0888
H 1.6124 -4.6045 -1.3938
H 1.6994 -2.8795 -1.4438
H 1.3664 -4.5775 1.0412
H 3.6384 -4.1785 0.1822
H 3.2054 -3.5115 1.8712
H 3.3544 -2.4555 0.3862
H 0.9594 -2.7225 2.0212
C -0.1916 5.2795 -0.0548
O -1.5406 4.9775 0.3622
H 0.5244 4.8385 0.6642
H -0.1216 6.3275 -0.2878
H -0.0376 4.7425 -1.0138
H -1.5766 5.1455 1.2762
```

Properties
Structure (SMILES) = CC(C)O.CC(C)O.CC(C)O.CC(C)O.CC(C)O.CC(C)O.CC(C)O.CO
ΔE to the lowest compared entry with this formula, charge and spin = 164.8 kcal per mole
Kohn-Sham gap = 9.564 eV
Total charge = 0



C22H36HfN7OS2Te | ωB97M-V with the def2-TZVPD basis set

```
70
C22H36HfN7OS2Te (ωB97M-V with the def2-TZVPD basis set)
Hf -1.0652 0.2127 0.0585
O -1.8159 0.2912 -3.7207
C -1.2679 -0.0338 -2.6929
N -0.6489 0.8116 -1.8152
C -1.1014 2.1913 -2.0017
C -2.5206 2.3221 -1.4647
C -3.4233 3.2597 -1.9469
C -4.7143 3.2894 -1.4379
C -5.0712 2.3726 -0.4561
C -4.1251 1.4675 -0.0184
N -2.8678 1.4458 -0.4950
C -1.3615 -1.4780 -2.2376
C -1.3819 -2.5210 -3.1530
C -1.7399 -3.7915 -2.7184
C -2.1194 -3.9608 -1.3907
C -2.0577 -2.8782 -0.5300
N -1.6669 -1.6568 -0.9320
H -0.4090 2.8672 -1.4782
H -1.0863 2.4390 -3.0707
H -3.1215 3.9487 -2.7169
H -5.4309 4.0033 -1.8132
H -6.0682 2.3541 -0.0494
H -4.3649 0.7218 0.7328
H -1.1242 -2.3253 -4.1820
H -1.7567 -4.6174 -3.4137
H -2.4643 -4.9164 -1.0261
H -2.3564 -2.9581 0.5112
C -1.2976 4.2415 1.6018
Te -0.6225 2.2430 2.1119
C -2.3916 1.8429 3.2958
H -1.5038 4.7725 2.5282
H -2.1990 4.2003 0.9926
H -0.5136 4.7680 1.0657
H -3.1171 2.6319 3.1147
H -2.1187 1.8406 4.3497
H -2.8080 0.8736 3.0359
C 0.7370 -4.6200 3.5176
N -0.0560 -3.4584 3.1523
C 0.3020 -2.2027 2.9530
S -0.9713 -1.1385 2.3861
N 1.4761 -1.6499 3.1851
C 2.6821 -2.2037 3.7738
H 0.1974 -5.5116 3.1992
H 0.8805 -4.6812 4.5979
H 1.6998 -4.6041 3.0127
H -1.0537 -3.6302 3.1321
H 1.5527 -0.6749 2.9185
H 2.4537 -3.0317 4.4350
H 3.1628 -1.4256 4.3632
H 3.3762 -2.5252 2.9948
C 4.1340 2.2344 -1.6356
N 3.2654 1.5687 -0.6788
C 2.9152 2.3673 0.4754
C 2.7406 0.3666 -0.8766
S 1.5160 -0.2078 0.2445
N 3.1676 -0.4796 -1.8099
C 4.5610 -0.6429 -2.1944
C 2.3210 -1.5496 -2.2962
H 3.8554 3.2861 -1.6879
H 4.0374 1.8056 -2.6281
H 5.1774 2.1844 -1.3216
H 3.6901 3.1156 0.6275
H 2.8461 1.7543 1.3736
H 1.9548 2.8841 0.3229
H 5.2075 -0.0124 -1.5965
H 4.7119 -0.4378 -3.2548
H 4.8372 -1.6827 -2.0062
H 1.2711 -1.2481 -2.2878
H 2.4446 -2.4589 -1.7034
H 2.6098 -1.7629 -3.3254
```

Properties
ΔE to the lowest compared entry with this formula, charge and spin = 27.5 kcal per mole
Kohn-Sham gap = 8.280 eV
Total charge = +3



C6H8N2O3S | ωB97M-V with the def2-TZVPD basis set

```
20
C6H8N2O3S (ωB97M-V with the def2-TZVPD basis set)
N -0.9354 1.8763 0.4913
C -0.8668 0.4688 0.2828
C -1.0874 -0.4150 1.5064
O -0.7583 -1.7372 1.1629
C -1.8871 0.0777 -0.8140
O -3.0578 0.1657 -0.5495
O -1.4526 -0.2943 -1.9908
C 0.7979 0.1124 -0.2802
N 1.1310 -0.1808 -1.4845
C 2.4699 -0.3852 -1.5840
C 3.1585 -0.2407 -0.4227
S 2.0869 0.1713 0.8600
H -0.6826 2.1477 1.4351
H -1.8520 2.2379 0.2582
H -2.1478 -0.3220 1.7842
H -0.4660 -0.0570 2.3436
H -1.0956 -2.3328 1.8394
H -0.4567 -0.3035 -2.0512
H 2.8921 -0.6424 -2.5375
H 4.2099 -0.3469 -0.2495
```

Properties
Structure (SMILES) = N[C@@](CO)(C(=O)O)c1nccs1
ΔE to the lowest compared entry with this formula, charge and spin = 11.9 kcal per mole
Kohn-Sham gap = 10.024 eV
Total charge = 0



C8H36N2O9 | ωB97M-V with the def2-TZVPD basis set

```
55
C8H36N2O9 (ωB97M-V with the def2-TZVPD basis set)
C -1.2856 0.1727 2.1682
C -0.0826 -0.0687 3.1174
C 1.2603 -0.3355 2.3371
O 2.2605 -0.8221 3.2686
C 3.4485 -1.3504 2.6907
N 0.0811 1.1289 3.9853
H -1.1770 1.0164 1.4867
H -2.2096 0.2500 2.7413
H -1.5623 -0.6848 1.5547
H -0.2113 -0.9986 3.6713
H 1.6096 0.6481 2.0228
H 1.1375 -0.9149 1.4220
H 3.3444 -1.8176 1.7114
H 3.9035 -2.0360 3.4056
H 4.2302 -0.5908 2.6936
H 0.9523 0.9737 4.4721
H 0.2124 2.0024 3.4956
C 4.0912 1.8497 0.5469
C 4.4093 0.7069 -0.4125
C 3.2226 0.6226 -1.4215
O 1.9829 0.0479 -0.8100
C 0.8232 0.1539 -1.7181
N 5.6903 1.0375 -0.9267
H 4.2179 2.8954 0.2667
H 4.7069 1.7305 1.4384
H 3.0381 1.7491 0.8095
H 4.5289 -0.2032 0.1752
H 3.5879 0.0951 -2.3026
H 2.9693 1.6326 -1.7438
H 0.4842 1.1652 -1.9426
H -0.0207 -0.1692 -1.1086
H 0.9075 -0.3884 -2.6599
H 5.5402 1.9997 -1.1945
H 6.2823 1.1394 -0.1147
O -2.2496 3.1474 -0.5168
H -2.5031 2.2561 -0.2769
H -2.1867 3.1302 -1.4718
O -4.7719 -0.2002 -3.1970
H -5.2355 0.1082 -2.4184
H -4.0374 0.4058 -3.2948
O -1.8598 0.3545 -3.3808
H -1.3930 -0.4751 -3.4815
H -1.2882 1.0029 -3.7920
O -3.9252 -3.1308 -2.2751
H -4.4111 -3.3217 -3.0774
H -4.2311 -2.2634 -2.0099
O -5.4660 -1.1078 -0.4462
H -6.1890 -1.2392 -1.0595
H -5.8568 -0.6332 0.2875
O -2.9593 -3.3242 0.3249
H -3.3269 -3.3477 -0.5586
H -2.8143 -4.2434 0.5491
O -2.5310 0.3151 -0.6983
H -1.9688 0.3088 -1.4730
H -3.1689 -0.3802 -0.8591
```

Properties
Kohn-Sham gap (spin up / spin down) = 9.246 / 3.437 eV
Spin multiplicity = 2
Total charge = +1



C2HF6NO3PmS2 | ωB97M-V with the def2-TZVPD basis set

```
16
C2HF6NO3PmS2 (ωB97M-V with the def2-TZVPD basis set)
N 1.1630 -0.3528 -0.4000
S 1.8454 1.0510 -1.0456
C 3.0900 1.4256 0.2271
F 3.5123 2.6722 0.0040
F 4.1458 0.6123 0.1870
F 2.6048 1.3614 1.4706
S -0.3911 -0.5238 -0.3836
O -1.0800 -0.5888 -1.7512
O -1.9174 0.4518 0.4204
C -0.4478 -2.2821 0.2339
F 0.5092 -2.4794 1.1204
F -1.6156 -2.5079 0.8073
F -0.2923 -3.1106 -0.7797
Pm -3.4241 0.6169 -1.5151
O -3.9776 1.4034 0.5163
H -3.7247 2.2508 0.8881
```

Properties
Kohn-Sham gap (spin up / spin down) = 6.030 / 6.239 eV
Spin multiplicity = 5
Total charge = +1



C30H46BrN3P2PtSe | ωB97M-V with the def2-TZVPD basis set

```
84
C30H46BrN3P2PtSe (ωB97M-V with the def2-TZVPD basis set)
C -2.0231 -5.2514 1.0338
C -0.6276 -5.0858 0.9721
C 0.1225 -6.1831 0.4756
C -0.5664 -7.2600 -0.1138
N -1.9079 -7.3476 -0.1667
C -2.6137 -6.3698 0.4243
C -0.0167 -3.8186 1.3410
C 0.8733 -3.3266 2.0943
C 1.0779 -2.0716 2.8044
C 1.7290 -1.0582 2.0425
C 1.4788 0.2927 2.3099
C 0.3510 0.3951 3.1312
C 0.0765 -0.3656 4.2701
C 0.3483 -1.7283 3.9993
Pt -0.8555 1.3620 1.9264
P -0.8198 0.0990 -0.3507
H 1.2160 -6.1650 0.4393
H -2.6583 -4.4884 1.4808
H -0.0239 -8.0852 -0.6018
H -3.7033 -6.4876 0.3785
H -0.0264 -2.5614 4.6117
H 2.3498 -1.2458 1.1451
H -0.4644 0.0569 5.1279
H 2.1290 1.1483 2.1252
C -0.7889 0.8120 -2.1302
C -0.6832 -0.0274 -3.4189
H 0.0841 1.4840 -2.0983
H -1.6804 1.4448 -2.2017
H -0.7062 0.6345 -4.2987
H 0.2630 -0.5802 -3.4984
H -1.5120 -0.7380 -3.5426
C 0.3200 -1.3340 -0.8422
C -0.1606 -2.5152 -1.6910
H 0.6689 -1.7367 0.1101
H 1.1661 -0.8262 -1.3434
H 0.6990 -3.1757 -1.8901
H -0.9109 -3.1110 -1.1594
H -0.5604 -2.2522 -2.6759
C -2.3982 -0.7999 -0.1483
C -3.1904 -1.1782 -1.3951
H -2.9929 -0.1700 0.5276
H -2.1177 -1.6911 0.4312
H -4.1591 -1.6088 -1.1098
H -3.4003 -0.3260 -2.0512
H -2.6787 -1.9407 -1.9884
Br -0.8307 2.8728 4.0465
P 2.9714 1.0645 -1.2787
C 3.0294 0.5220 -3.0843
C 4.1537 1.0479 -3.9805
H 2.0523 0.8420 -3.4913
H 2.9939 -0.5823 -3.1070
H 4.0313 0.6092 -4.9830
H 4.0853 2.1416 -4.0794
H 5.1423 0.7484 -3.6016
C 3.7448 2.7527 -1.2097
C 4.8813 3.0519 -0.2238
H 2.8510 3.3404 -0.9172
H 4.0085 3.0659 -2.2304
H 4.8821 4.1394 -0.0652
H 4.7130 2.5848 0.7588
H 5.8722 2.7826 -0.6215
C 4.1763 -0.0345 -0.3825
C 5.5659 -0.2433 -0.9778
H 3.6604 -1.0047 -0.2820
H 4.2295 0.3916 0.6339
H 6.1129 -0.9122 -0.2979
H 5.5035 -0.7402 -1.9564
H 6.1335 0.6959 -1.0509
C -3.6359 2.7114 -0.6198
N -3.6422 3.3930 0.6484
C -4.6224 3.2976 1.6194
C -4.2126 4.0596 2.6660
N -3.0204 4.6560 2.2962
C -2.3128 5.6338 3.1057
C -2.5535 4.0449 1.1715
Se -0.8044 3.5985 0.7323
H -4.1694 3.2982 -1.3767
H -4.1294 1.7457 -0.5249
H -2.6039 2.5495 -0.9414
H -5.4592 2.6374 1.5225
H -4.5999 4.1822 3.6650
H -2.2680 6.6162 2.6112
H -2.8949 5.7381 4.0249
H -1.3029 5.2825 3.3580
```

Properties
ΔE to the lowest compared entry with this formula, charge and spin = 60.4 kcal per mole
Kohn-Sham gap (spin up / spin down) = 6.400 / 4.877 eV
Spin multiplicity = 5
Total charge = +4



| no. | molar mass (g mol⁻¹) |
| --- | --- |
| 1 | 101.1 |
| 2 | 702.6 |
| 3 | 130.1 |
| 4 | 73.1 |
| 5 | 452.7 |
| 6 | 784.8 |
| 7 | 188.2 |
| 8 | 304.4 |
| 9 | 410.2 |
| 10 | 864.6 |